# 1
44
Properties=species:S:1:pos:R:3:forces:R:3 method="wB97M-V/def2-TZVPD" e_homo_ev=-7.25 homo_lumo_gap_ev=8.04 smiles=COc1cccc(CNc2ccc3c(c2)nc(C)n3C)c1OC lumo_ev=0.79
C -5.973797 -0.979863 -0.346512 -0.2738 0.1145 -0.1489
O -4.915213 -1.390919 0.499056 0.5265 0.0836 0.1037
C -3.938714 -0.439411 0.721916 -0.1296 -0.0504 -0.0026
C -3.721783 -0.026426 2.029935 -0.0983 -0.1382 -0.1475
C -2.752908 0.916314 2.316324 -0.0388 0.0373 0.0019
C -2.004429 1.468448 1.294421 -0.0215 -0.0313 -0.0426
C -2.185054 1.052789 -0.016119 -0.2182 -0.0961 -0.0836
C -1.353392 1.639048 -1.133618 0.0622 -0.1719 -0.1006
N -0.054447 2.079279 -0.681407 -0.2344 0.6252 -0.1540
C 0.989379 1.192229 -0.476585 0.3181 -0.1033 0.1014
C 0.742328 -0.167080 -0.217571 -0.1629 0.0342 -0.0933
C 1.763463 -1.058570 0.039605 0.2061 -0.1567 0.0202
C 3.058226 -0.572536 0.041003 -0.3036 0.5637 -0.1223
C 3.327183 0.792590 -0.211721 -0.3060 -0.7034 0.0941
C 2.293304 1.676885 -0.475941 -0.0489 -0.1718 0.0343
N 4.681160 1.007896 -0.150936 0.4337 0.4005 -0.0510
C 5.212234 -0.148913 0.123151 -0.0580 -0.0495 0.0032
C 6.665696 -0.394863 0.286310 -0.0317 -0.0461 0.0096
N 4.289917 -1.153266 0.253434 0.1670 0.3058 -0.0404
C 4.562562 -2.528469 0.550839 0.1930 -0.2770 0.0610
C -3.143425 0.079992 -0.307976 0.0291 -0.0612 -0.0335
O -3.293378 -0.321939 -1.624910 -0.1868 0.3600 0.4269
C -3.010826 -1.690054 -1.862891 0.1136 -0.2999 -0.0780
H -5.615511 -0.636711 -1.319833 0.0020 -0.0413 0.0552
H -6.609475 -1.854273 -0.476068 -0.0275 0.0689 -0.0172
H -6.550475 -0.175927 0.123832 0.0259 -0.0539 -0.0180
H -4.331749 -0.458772 2.807945 -0.0865 -0.0595 0.0602
H -2.593162 1.230412 3.336452 0.0126 0.0253 0.0968
H -1.248682 2.209532 1.502334 0.1050 0.0485 0.0056
H -1.276422 0.900525 -1.944638 -0.0013 0.1438 0.0876
H -1.886480 2.506418 -1.534907 0.1035 -0.0685 -0.0465
H 0.242439 2.975048 -1.035442 -0.0835 -0.1312 -0.0130
H -0.274768 -0.523394 -0.201171 -0.0810 -0.0552 0.0122
H 1.541776 -2.098268 0.234927 -0.0488 -0.0721 0.0159
H 2.501494 2.717217 -0.672355 0.0351 0.1596 -0.0232
H 7.015548 -1.127901 -0.440532 0.0914 -0.0491 -0.0097
H 7.197108 0.539407 0.136791 0.0107 0.0138 -0.0027
H 6.880920 -0.774337 1.285209 0.0890 -0.0388 0.0412
H 5.084082 -2.621687 1.507105 -0.0701 -0.0595 -0.0455
H 3.622746 -3.073566 0.609902 0.0583 0.0014 0.0055
H 5.182759 -2.978864 -0.229105 -0.0772 -0.0394 0.0596
H -3.606608 -2.349514 -1.227877 0.0043 0.0640 -0.0306
H -3.254051 -1.868572 -2.909081 0.0447 -0.0495 0.0329
H -1.948467 -1.900059 -1.695675 -0.0429 0.0249 -0.0243

---

# 2
19
Properties=species:S:1:pos:R:3:forces:R:3 method="wB97M-V/def2-TZVPD" e_homo_ev="-9.22 / -8.68" homo_lumo_gap_ev="7.82 / 6.86" lumo_ev="-1.40 / -1.82"
C -3.032093 -0.825051 0.368714 0.9102 -2.2268 2.9070
C 0.002876 0.451615 1.075261 0.9700 -0.9669 -1.0598
C 0.197423 -2.019885 0.114722 1.0715 -0.5566 -0.8442
C -0.261312 -1.068298 -1.107107 0.1333 -0.3598 -0.0576
C -0.422321 -0.767533 0.278673 -2.4479 1.4338 1.4700
C 0.422676 2.849732 0.470981 0.2484 -3.2763 -0.0253
N -3.029188 -0.027952 -0.640427 -0.9668 3.6843 -1.4692
O -3.449211 -1.454781 1.255898 0.1295 0.2556 -1.0531
O 0.531479 0.430677 2.163747 -0.6927 0.3829 -0.5655
O -2.781667 -0.104900 -1.837414 -0.0696 -0.8545 0.1520
O -3.288535 1.084089 -0.000689 0.3102 -0.6860 -0.3628
O -0.115521 1.456912 0.205512 0.2537 1.8245 -0.7942
H -0.233117 -3.007587 0.086745 -0.5334 0.0532 0.2411
H 1.226355 -2.028255 0.489270 -0.0773 -0.1338 -0.4217
H 0.428962 -0.420059 -1.577974 0.9682 0.3951 -0.5417
H -1.082689 -1.295589 -1.824836 0.6106 -0.4629 1.0409
H 0.570475 2.731295 1.510363 0.2539 1.3582 1.2012
H -0.229354 3.535644 0.038357 -1.8950 0.9549 0.1791
H 1.316036 3.060581 -0.091299 0.8234 -0.8189 0.0039

---

# 3
4
Properties=species:S:1:pos:R:3:forces:R:3 method="wB97M-V/def2-TZVPD" e_homo_ev=-8.77 homo_lumo_gap_ev=6.45 smiles="O=S.Cl" lumo_ev=-2.32
O -1.346037 -1.401932 0.874577 -0.1626 1.0087 -0.2114
S -1.630891 0.043264 0.596752 0.2050 -0.9535 0.1778
Cl 1.393805 1.286027 -0.925127 -0.0713 -0.1960 0.0915
H 1.583123 0.072641 -0.546202 0.0289 0.1408 -0.0579

---

Calculated energy relative to the best compared isomer or geometry (same formula, charge and spin) (kcal/mol), listed in the same order as above: 50.0; 112.5; 14.4